--- one ---
Density functional theory data (the ωB97M-V functional and the def2-TZVPD basis) for 3 unconnected molecules or ions with the total composition C2H6O3.

Output
charge: 0
M: 78.07 Da
2S+1: 1
orbital gap: 8.45 eV
E_HOMO: -9.387 eV

Positions of all 11 atoms, in Å:
C1 0.44 0.13 0.16
C2 -1.36 -0.11 -0.41
O1 -0.27 -0.33 1.18
O2 0.67 1.48 0.05
O3 1.16 -0.69 -0.55
H1 1.16 1.61 -0.77
H2 1.73 -1.13 0.70
H3 1.29 -0.61 1.42
H4 -1.72 -1.13 -0.37
H5 -1.14 0.13 -1.45
H6 -1.95 0.66 0.05

---

--- two ---
Density functional theory data (the ωB97M-V functional and the def2-TZVPD basis) for 2 unconnected molecules or ions with the total composition C2H6O3.

Output
SMILES: O=CO.CO
charge: 0
M: 78.07 Da
2S+1: 1
orbital gap: 10.62 eV
E_HOMO: -9.812 eV

Positions of all 11 atoms, in Å:
C1 2.32 -0.57 0.58
O1 1.77 -0.12 1.82
H1 1.85 0.22 -0.02
H2 3.34 -0.71 0.78
H3 1.72 -1.55 0.51
H4 2.42 0.07 2.54
O2 -1.91 -0.45 -0.87
C2 -2.80 0.32 -0.92
O3 -2.91 1.35 -1.78
H5 -3.66 0.26 -0.22
H6 -2.15 1.17 -2.42

---

Most stable to least stable, the ends of the list are two and one.

---

--- one ---
Density functional theory data (the ωB97M-V functional and the def2-TZVPD basis) for a single C3H3FS2 molecule.

Output
SMILES: F/C=C/C(=S)S
charge: 0
M: 122.19 Da
2S+1: 1
orbital gap: 7.88 eV
E_HOMO: -8.910 eV

Positions of all 9 atoms, in Å:
C1 -0.29 0.49 0.71
C2 0.62 0.52 -0.39
C3 0.50 -0.46 -1.33
H1 -1.79 -0.60 2.13
H2 1.52 1.14 -0.38
H3 -0.29 -1.18 -1.23
F1 1.42 -0.52 -2.35
S1 -1.37 -0.95 0.90
S2 -0.33 1.57 1.95

---

--- two ---
Density functional theory data (the ωB97M-V functional and the def2-TZVPD basis) for a single C3H3FS2 molecule.

Output
SMILES: FCC(=S)C=S
charge: 0
M: 122.19 Da
2S+1: 1
orbital gap: 6.93 eV
E_HOMO: -9.235 eV

Positions of all 9 atoms, in Å:
C1 0.39 1.09 0.29
C2 0.53 -0.38 -0.07
C3 -0.79 -1.14 -0.25
H1 1.28 1.65 0.34
H2 -0.03 1.14 1.30
H3 -0.54 -2.07 -0.70
F1 -0.45 1.87 -0.59
S1 2.00 -1.16 -0.22
S2 -2.38 -0.99 -0.09

---

--- three ---
Density functional theory data (the ωB97M-V functional and the def2-TZVPD basis) for a molecular structure, C3H3FS2.

Output
charge: 0
M: 122.19 Da
2S+1: 1
orbital gap: 8.10 eV
E_HOMO: -8.789 eV

Positions of all 9 atoms, in Å:
C1 -0.16 0.57 0.22
C2 1.15 -0.15 -0.03
C3 -1.14 -0.45 -0.35
H1 -0.38 0.54 1.29
H2 1.88 -0.08 1.02
H3 1.68 0.04 -0.92
F1 -0.28 1.60 -0.68
S1 0.05 -1.68 -0.40
S2 -2.81 -0.38 -0.16

---

Most stable to least stable, the ends of the list are one and three.

---

--- one ---
Density functional theory data (the ωB97M-V functional and the def2-TZVPD basis) for 2 unconnected molecules or ions with the total composition C5H11PS.

Output
SMILES: CP1C=CCC1.S
charge: 0
M: 134.18 Da
2S+1: 1
orbital gap: 9.15 eV
E_HOMO: -8.214 eV

Positions of all 18 atoms, in Å:
C1 -0.38 -1.66 0.44
C2 -1.18 -1.42 -0.77
C3 0.09 -0.19 0.87
C4 -1.11 -0.26 -1.46
C5 -0.95 2.20 -0.11
P1 0.12 0.81 -0.62
S1 3.82 -0.24 -0.06
H1 -0.98 -2.21 1.17
H2 0.51 -2.24 0.14
H3 3.23 -0.43 1.20
H4 -1.77 -2.29 -1.13
H5 -0.73 0.10 1.59
H6 1.10 -0.27 1.27
H7 -1.44 -0.09 -2.39
H8 -0.62 2.61 0.92
H9 -2.01 1.73 0.08
H10 -0.83 3.08 -0.78
H11 3.13 0.80 -0.37

---

--- two ---
Density functional theory data (the ωB97M-V functional and the def2-TZVPD basis) for a single C5H11PS molecule.

Output
SMILES: C=CCCP(C)S
charge: 0
M: 134.18 Da
2S+1: 1
orbital gap: 9.25 eV
E_HOMO: -8.281 eV

Positions of all 18 atoms, in Å:
C1 1.38 -0.58 0.05
C2 0.77 -0.96 -1.31
C3 0.96 0.82 0.48
C4 0.07 -2.05 -1.58
C5 -1.66 -0.03 0.94
P1 -0.77 1.23 -0.03
S1 -1.07 3.00 1.13
H1 1.00 -1.25 0.86
H2 2.45 -0.67 -0.05
H3 -0.44 3.60 0.14
H4 1.07 -0.21 -2.05
H5 0.84 0.83 1.60
H6 1.80 1.61 0.37
H7 -0.26 -2.85 -0.97
H8 -0.23 -2.12 -2.68
H9 -2.65 0.58 1.03
H10 -2.00 -0.75 0.18
H11 -1.26 -0.21 1.89

---

Most stable to least stable, the ends of the list are two and one.

---

--- one ---
Density functional theory data (the ωB97M-V functional and the def2-TZVPD basis) for 2 unconnected molecules or ions with the total composition C4H9N4.

Output
charge: +1
M: 113.14 Da
2S+1: 1
orbital gap: 10.63 eV
E_HOMO: -14.210 eV

Positions of all 17 atoms, in Å:
C1 1.97 -1.02 0.17
C2 -0.56 0.86 0.13
C3 2.86 1.03 -0.46
C4 1.95 0.35 0.60
N1 1.93 -2.09 -0.28
N2 0.57 0.90 0.50
N3 -1.78 0.88 0.10
N4 -3.31 -1.33 0.02
H1 3.94 1.06 -0.23
H2 2.29 1.93 -0.55
H3 2.90 0.51 -1.47
H4 2.29 0.52 1.69
H5 -2.74 -2.00 -0.54
H6 -2.06 1.60 -0.45
H7 -2.59 -0.51 0.25
H8 -4.14 -1.06 -0.46
H9 -3.51 -1.63 0.99

---

--- two ---
Density functional theory data (the ωB97M-V functional and the def2-TZVPD basis) for a molecular structure, C4H9N4.

Output
charge: +1
M: 113.14 Da
2S+1: 1
orbital gap: 9.73 eV
E_HOMO: -13.862 eV

Positions of all 17 atoms, in Å:
C1 0.84 -0.56 -1.49
C2 -1.19 -0.13 0.26
C3 -1.53 -1.24 1.11
C4 2.71 0.16 0.68
N1 -1.59 2.01 -0.72
N2 0.63 -0.42 -0.25
N3 -1.70 0.88 -0.09
N4 1.60 -0.44 0.66
H1 -0.09 -0.62 -2.05
H2 1.88 -0.64 -1.63
H3 -2.52 -1.67 1.01
H4 -0.71 -1.89 0.99
H5 -1.43 -0.95 2.16
H6 3.29 -0.32 1.54
H7 3.11 0.95 0.04
H8 -0.82 2.29 -1.28
H9 -2.49 2.59 -0.94

---

--- three ---
Density functional theory data (the ωB97M-V functional and the def2-TZVPD basis) for a gas-phase ion, C4H9N4 (charge +1).

Output
charge: +1
M: 113.14 Da
2S+1: 1
orbital gap: 8.07 eV
E_HOMO: -12.528 eV

Positions of all 17 atoms, in Å:
C1 -0.30 -0.51 1.13
C2 0.20 0.75 0.68
C3 -0.16 -0.15 -1.56
C4 0.51 1.90 1.52
N1 -0.27 -1.54 0.34
N2 0.28 0.82 -0.67
N3 0.47 -0.30 -2.68
N4 -1.03 -2.53 0.45
H1 -0.99 -0.39 2.12
H2 1.20 1.67 2.27
H3 0.90 2.62 0.82
H4 -0.48 2.16 2.01
H5 0.98 1.59 -0.95
H6 0.02 -0.76 -3.45
H7 1.20 0.38 -3.06
H8 -1.79 -2.48 1.23
H9 -0.76 -3.25 -0.19

---

--- four ---
Density functional theory data (the ωB97M-V functional and the def2-TZVPD basis) for a gas-phase ion, C4H9N4 (charge +1).

Output
SMILES: [H]/N=N/N=C\[NH+]=C/CC
charge: +1
M: 113.14 Da
2S+1: 1
orbital gap (alpha / beta): 8.60 / 8.60 eV
E_HOMO (alpha / beta): -13.463 / -13.463 eV

Positions of all 17 atoms, in Å:
C1 -1.15 -1.20 -0.56
C2 0.28 0.10 0.83
C3 2.05 -0.27 -0.58
C4 0.94 0.86 -0.24
N1 -2.12 -0.35 -0.78
N2 -2.60 0.49 0.02
N3 -2.11 1.52 0.40
N4 -0.41 -1.01 0.66
H1 -1.03 -2.01 -1.16
H2 0.61 0.20 1.90
H3 1.66 -0.95 -1.30
H4 2.31 -0.89 0.26
H5 2.79 0.29 -0.98
H6 0.69 1.14 -1.25
H7 1.39 1.71 0.23
H8 -2.68 2.02 1.24
H9 -0.61 -1.66 1.31

---

Most stable to least stable, the ends of the list are one and two.